[1]
101
Properties=species:S:1:pos:R:3 method="wB97M-V/def2-TZVPD" charge=0 spin_multiplicity=1 mol_weight_g_mol=865.6 energy_ev=-78362.2198 e_homo_ev=-8.2867
I 4.495 1.332 -3.509
I -0.581 2.583 -5.457
P 4.032 3.908 -1.647
O 2.370 1.883 -1.502
O -3.298 2.649 -4.511
O 0.070 1.302 -2.480
O 5.527 4.103 -2.331
O -1.246 1.974 3.447
O 0.608 -0.834 -2.061
O 7.689 -0.216 -0.443
O -5.297 -0.867 2.982
O 0.699 2.946 3.749
N -6.981 -2.537 1.355
N 4.271 4.454 -0.038
N -0.669 0.262 -0.527
C -3.158 1.647 1.899
C -0.581 2.498 -2.114
C -6.110 -3.967 3.121
C -1.442 -3.385 0.583
C -0.150 3.109 1.551
C 1.642 -0.888 -3.024
C -1.148 -3.175 2.082
C -5.748 -3.078 1.936
C -5.410 -1.049 4.384
C 1.761 0.889 -0.686
C -2.052 2.507 -2.549
C 6.931 -1.131 -1.196
C 0.417 -4.028 -2.418
C 0.251 -3.020 -3.577
C 4.575 1.456 -0.375
C -2.507 2.496 3.015
C 3.755 2.008 -1.544
C -0.168 2.686 3.007
C -0.613 -0.980 0.280
C 1.246 2.923 0.908
C 6.102 1.651 -0.468
C 0.444 0.428 -1.439
C -4.743 -1.969 2.285
C 1.568 -2.252 -3.786
C -1.582 -2.060 -0.210
C -2.239 2.589 -4.077
C 1.488 1.397 0.744
C 6.864 0.589 0.383
H -6.612 -4.870 2.774
H -3.412 2.253 1.024
H 2.612 -0.898 -2.520
H 1.937 3.341 1.639
H -7.328 -1.821 1.989
H -6.750 -2.022 0.510
H 1.054 -4.837 -2.781
H 2.339 -0.031 -0.578
H -1.364 -2.261 -1.262
H -1.346 -4.087 2.650
H -3.876 -2.370 2.826
H -6.786 -3.473 3.818
H -0.628 -2.384 -3.492
H -0.111 3.303 -2.695
H 6.339 -0.653 -1.988
H -1.742 -2.363 2.506
H 7.563 1.072 1.065
H -4.361 -1.555 1.346
H -2.476 0.872 1.544
H 6.362 2.619 -0.035
H 5.429 4.550 -3.181
H 0.105 -3.622 -4.480
H -5.388 -0.064 4.850
H 3.698 3.971 0.647
H 4.395 0.397 -0.154
H -4.585 -1.644 4.785
H -0.489 2.792 -1.072
H -1.519 0.163 -1.072
H 6.229 -1.693 -0.561
H -2.619 -1.732 -0.079
H 4.254 1.987 0.527
H -0.369 4.184 1.526
H -2.475 3.548 2.725
H -6.365 -1.513 4.638
H -2.410 -3.887 0.518
H -0.983 -0.697 1.275
H 0.691 0.874 1.268
H 6.180 -0.028 0.985
H -0.931 2.605 0.980
H 2.442 -2.866 -3.561
H 6.515 1.582 -1.472
H -4.094 1.179 2.240
H 1.215 3.486 -0.024
H -5.216 -4.274 3.670
H -0.553 -4.395 -2.080
H -5.273 -3.718 1.185
H -3.178 2.440 3.872
H -2.552 3.378 -2.118
H -0.649 -4.015 0.180
H 1.642 -2.031 -4.855
H 0.971 -3.587 -1.585
H 7.603 -1.837 -1.683
H 1.616 -0.107 -3.783
H 4.055 5.441 0.035
H -2.586 1.607 -2.241
H -0.091 -2.958 2.254
H 0.397 -1.356 0.443
H 2.391 1.173 1.320

[2]
100
Properties=species:S:1:pos:R:3 method="wB97M-V/def2-TZVPD" charge=-1 spin_multiplicity=1 mol_weight_g_mol=656.0 energy_ev=-113706.2931 e_homo_ev=-4.6333
Ga -2.310 1.577 -3.376
Cl -1.194 4.950 -2.016
O 3.680 1.225 -3.198
O -1.062 0.309 -1.035
O 3.055 -2.166 2.125
O 7.414 -1.111 -1.861
O -7.154 0.886 3.994
O 1.828 -5.801 4.597
O -5.568 3.948 0.981
N 2.431 -5.023 1.628
N -6.298 1.082 0.988
N 4.479 -1.232 -1.449
C -6.732 2.237 4.014
C 1.866 2.368 -0.366
C -6.148 3.258 -0.121
C 0.006 0.850 -0.408
C -3.653 3.065 -3.853
C 7.726 -0.473 -0.641
C -3.287 4.561 -3.756
C -2.149 1.250 -1.356
C 5.259 -2.142 -2.271
C 1.552 0.808 1.418
C -1.813 4.911 -3.696
C -7.924 0.502 2.872
C 4.459 -2.291 2.125
C 3.171 -0.867 -1.996
C 0.733 1.872 -1.003
C 3.134 -0.077 -3.297
C 1.584 -3.884 1.286
C 0.979 -6.013 3.485
C 1.717 -6.175 2.161
C -7.058 2.153 0.365
C 2.184 -4.454 4.846
C -7.099 0.073 1.664
C 0.416 0.325 0.813
C -4.162 3.790 1.070
C 5.071 1.327 -3.388
C 6.657 -2.307 -1.722
C 2.282 1.837 0.843
C 2.413 -2.667 0.951
H 3.105 -4.164 4.331
H 4.888 -1.865 1.213
H 0.407 2.259 -1.955
H 2.084 0.055 -3.567
H 5.345 -1.814 -3.317
H 3.617 -0.616 -4.124
H -6.645 2.536 5.059
H -7.794 2.612 1.044
H -2.889 0.216 -4.042
H -3.750 5.011 -2.880
H 8.239 -1.156 0.045
H -6.742 3.978 -0.694
H 4.768 -3.121 -2.272
H -2.003 2.147 -0.763
H -0.842 1.837 -4.014
H -5.370 2.859 -0.778
H -3.809 4.448 1.864
H -1.203 4.211 -4.254
H 0.222 -5.222 3.437
H -7.607 1.743 -0.489
H 0.905 -3.605 2.104
H 1.887 0.380 2.351
H -7.457 2.890 3.520
H -3.929 2.859 -4.885
H -7.780 -0.371 0.929
H 5.274 2.316 -3.801
H -8.636 1.297 2.619
H 0.994 -6.507 1.409
H 3.121 -4.721 2.304
H 3.176 2.198 1.329
H 1.389 -3.767 4.546
H 8.393 0.355 -0.873
H 6.617 -2.608 -0.670
H -6.424 -0.722 1.991
H 5.009 -0.382 -1.301
H -3.875 2.760 1.306
H -0.159 -0.489 1.228
H 2.657 -0.269 -1.238
H -3.676 4.077 0.135
H 2.580 -1.779 -2.131
H -3.048 0.742 -1.010
H 5.631 1.235 -2.450
H 2.432 3.156 -0.840
H 7.172 -3.094 -2.282
H -5.637 1.480 1.643
H 3.141 -2.887 0.166
H 4.787 -3.336 2.212
H 0.451 -6.949 3.684
H 2.440 -6.985 2.286
H -1.641 5.913 -4.074
H 5.440 0.572 -4.089
H 4.832 -1.740 2.988
H 6.837 -0.077 -0.138
H -3.673 5.081 -4.635
H 2.350 -4.352 5.918
H -5.758 2.377 3.539
H 0.970 -4.148 0.420
H -8.512 -0.362 3.195
H 1.765 -1.872 0.581
H -4.546 2.899 -3.250

no.,orbital gap (Ha)
1,0.313
2,0.256